[1]
DFT (ωB97M-V/def2-TZVPD) results for a single C19H28N2O5S molecule in a non-equilibrium geometry.

Energy relative to the best compared isomer or geometry (same formula, charge and spin) ... 156.23 kJ/mol
Frontier orbital gap ... 8.80 eV
Structure (SMILES) ... CO[C@@H]1CCCN(C(=O)c2cccc(OC3CCN(S(C)(=O)=O)CC3)c2)C1
Lowest unoccupied orbital energy ... 0.3 eV
M ... 396.51 g/mol
Electronic energy ... -44210.1566 eV

Structure (ORCA input):
```
! wB97M-V def2-TZVPD RIJCOSX def2/J DEFGRID3
* xyz 0 1
C -5.671 -0.451 -0.644
O -4.876 -1.000 0.382
C -3.895 -1.920 -0.039
C -3.178 -2.414 1.220
C -2.416 -1.252 1.849
C -1.432 -0.632 0.854
N -2.123 -0.240 -0.353
C -2.269 1.018 -0.824
O -3.051 1.293 -1.723
C -1.364 2.060 -0.250
C -1.868 3.280 0.173
C -0.995 4.259 0.619
C 0.365 4.025 0.650
C 0.879 2.801 0.216
O 2.235 2.653 0.306
C 2.777 1.365 0.099
C 4.081 1.223 0.884
C 4.472 -0.264 0.862
N 3.943 -0.952 -0.301
S 2.516 -1.812 -0.083
C 3.074 -3.468 -0.547
O 1.508 -1.404 -1.020
O 2.157 -1.834 1.306
C 3.962 -0.151 -1.508
C 3.073 1.099 -1.384
C 0.008 1.827 -0.253
C -2.845 -1.317 -0.988
H -6.496 0.054 -0.144
H -5.116 0.276 -1.245
H -6.069 -1.237 -1.297
H -4.384 -2.764 -0.561
H -3.914 -2.802 1.925
H -2.492 -3.218 0.949
H -3.139 -0.493 2.154
H -1.868 -1.589 2.729
H -0.963 0.239 1.310
H -0.647 -1.355 0.596
H -2.933 3.454 0.146
H -1.378 5.212 0.951
H 1.055 4.775 1.004
H 2.078 0.610 0.484
H 3.939 1.567 1.907
H 4.850 1.842 0.418
H 4.060 -0.779 1.730
H 5.560 -0.381 0.863
H 2.236 -4.147 -0.464
H 3.433 -3.425 -1.566
H 3.864 -3.746 0.136
H 3.617 -0.787 -2.323
H 5.004 0.122 -1.694
H 2.141 0.952 -1.928
H 3.578 1.973 -1.796
H 0.362 0.881 -0.632
H -3.309 -0.920 -1.892
H -2.134 -2.104 -1.266
*
```

=====

[2]
DFT (ωB97M-V/def2-TZVPD) results for a molecular structure, C8H16N2 in a non-equilibrium geometry.

Energy relative to the best compared isomer or geometry (same formula, charge and spin) ... 356.98 kJ/mol
Frontier orbital gap ... 9.44 eV
Lowest unoccupied orbital energy ... 1.0 eV
M ... 140.23 g/mol
Electronic energy ... -11532.2849 eV

Structure (ORCA input):
```
! wB97M-V def2-TZVPD RIJCOSX def2/J DEFGRID3
* xyz 0 1
C -1.188 1.974 2.115
C -0.980 0.678 2.267
C -0.716 -0.217 1.121
C 2.150 0.604 -2.199
C -3.101 -0.342 0.512
C 0.673 -0.214 0.556
C 2.181 -0.706 -1.421
C 0.846 -1.012 -0.736
N -1.453 -1.879 1.428
N -1.761 -0.874 0.401
H -1.363 2.626 2.954
H -1.187 2.437 1.140
H -0.992 0.216 3.247
H 1.419 0.554 -3.004
H 3.125 0.810 -2.633
H 1.886 1.440 -1.553
H -3.421 -0.196 1.548
H -3.130 0.610 -0.017
H -3.779 -1.042 0.026
H 0.911 0.838 0.371
H 1.376 -0.572 1.315
H 2.977 -0.665 -0.672
H 2.420 -1.518 -2.110
H 0.024 -0.780 -1.414
H 0.792 -2.078 -0.511
H -0.816 -2.547 0.997
*
```

=====

[3]
DFT (ωB97M-V/def2-TZVPD) results for a gas-phase ion, C3H4NS (charge +1) in a non-equilibrium geometry.

Energy relative to the best compared isomer or geometry (same formula, charge and spin) ... 500.23 kJ/mol
Frontier orbital gap ... 8.48 eV
Lowest unoccupied orbital energy ... -6.1 eV
M ... 86.14 g/mol
Electronic energy ... -15487.5509 eV

Structure (ORCA input):
```
! wB97M-V def2-TZVPD RIJCOSX def2/J DEFGRID3
* xyz 1 1
C -0.771 0.016 0.581
C -1.162 -0.178 -0.669
C 0.448 -0.489 -0.071
N 0.352 0.880 0.691
S -1.885 -1.203 -1.486
H 0.643 -0.390 -1.216
H 1.062 -1.296 0.447
H 0.675 1.626 0.050
H 0.637 1.035 1.673
*
```

=====

[4]
DFT (ωB97M-V/def2-TZVPD) results for 2 unconnected molecules or ions with the total composition C31H34Br2IO7P in a non-equilibrium geometry.

Frontier orbital gap ... 5.02 eV
Structure (SMILES) ... CC(C)=CCC[C@@H](C)CCC1=C(P(O)Br)C(=O)c2c(Br)cc(CC(=O)I)c(CCCO)c2C1=O.O=C1C=CC(=O)C=C1
Lowest unoccupied orbital energy ... -1.9 eV
M ... 836.29 g/mol
Electronic energy ... -204501.6640 eV

Structure (ORCA input):
```
! wB97M-V def2-TZVPD RIJCOSX def2/J DEFGRID3
* xyz 0 1
C 5.874 -2.912 0.840
C 4.575 -2.652 1.540
C 3.983 -3.799 2.296
C 3.928 -1.413 1.473
C 3.917 -0.420 2.597
C 4.791 0.828 2.383
C 4.583 1.696 1.107
C 5.753 1.496 0.140
C 3.188 1.556 0.452
C 3.204 0.956 -0.956
C 1.896 0.603 -1.616
C 1.808 0.020 -2.830
P 3.135 -0.534 -4.003
O 4.278 0.614 -3.811
Br 3.969 -2.157 -2.668
C 0.471 -0.243 -3.419
O 0.297 -0.175 -4.607
C -0.605 -0.596 -2.456
C -1.658 -1.468 -2.751
Br -1.880 -2.321 -4.410
C -2.583 -1.771 -1.771
C -2.514 -1.191 -0.509
C -3.601 -1.559 0.475
C -3.175 -2.656 1.419
O -2.097 -2.866 1.815
I -4.833 -3.907 2.052
C -1.486 -0.293 -0.189
C -1.457 0.348 1.173
C -2.189 1.702 1.171
C -3.141 1.882 2.340
O -4.087 2.919 2.095
C -0.539 -0.020 -1.188
C 0.595 0.908 -0.932
O 0.478 1.869 -0.217
H 6.706 -2.838 1.549
H 5.896 -3.908 0.392
H 6.026 -2.179 0.050
H 3.204 -3.462 2.976
H 4.729 -4.384 2.838
H 3.511 -4.486 1.582
H 3.351 -1.195 0.581
H 4.306 -0.920 3.487
H 2.899 -0.110 2.852
H 5.833 0.500 2.394
H 4.675 1.464 3.264
H 4.668 2.733 1.433
H 5.694 2.185 -0.706
H 5.800 0.476 -0.241
H 6.684 1.733 0.653
H 2.512 1.005 1.099
H 2.752 2.548 0.360
H 3.675 1.686 -1.613
H 3.802 0.050 -0.962
H 4.871 0.450 -3.070
H -3.375 -2.470 -2.001
H -3.919 -0.701 1.066
H -4.479 -1.908 -0.063
H -0.437 0.438 1.536
H -1.966 -0.323 1.857
H -1.458 2.504 1.139
H -2.780 1.737 0.256
H -2.612 2.204 3.235
H -3.670 0.947 2.551
H -4.455 2.766 1.219
O -9.923 1.598 -1.426
C -8.713 1.592 -1.411
C -7.938 2.828 -1.123
C -6.608 2.820 -1.109
C -5.845 1.576 -1.376
O -4.630 1.566 -1.356
C -6.615 0.343 -1.668
C -7.945 0.348 -1.683
H -8.519 3.720 -0.929
H -6.021 3.708 -0.904
H -6.032 -0.548 -1.867
H -8.532 -0.537 -1.891
*
```

=====

[5]
DFT (ωB97M-V/def2-TZVPD) results for a single C3H5NS molecule in a non-equilibrium geometry.

Energy relative to the best compared isomer or geometry (same formula, charge and spin) ... 156.98 kJ/mol
Frontier orbital gap ... 9.13 eV
Structure (SMILES) ... S=C1CCN1
Lowest unoccupied orbital energy ... 0.9 eV
M ... 87.15 g/mol
Electronic energy ... -15515.2454 eV

Structure (ORCA input):
```
! wB97M-V def2-TZVPD RIJCOSX def2/J DEFGRID3
* xyz 0 1
S -2.771 -0.199 -0.003
C -1.188 0.024 -0.034
C 0.322 -1.012 -0.046
C 0.962 0.360 -0.020
N -0.369 1.053 -0.071
H 0.529 -1.541 0.819
H 0.192 -1.646 -0.984
H 1.473 0.485 1.039
H 1.585 0.446 -0.810
H -0.735 2.031 0.109
*
```

=====

[6]
DFT (ωB97M-V/def2-TZVPD) results for a molecular structure, C23H18GdN4O3S in a non-equilibrium geometry.

Energy relative to the best compared isomer or geometry (same formula, charge and spin) ... 141.62 kJ/mol
Frontier orbital gap (spin up / spin down) ... 7.77 / 4.39 eV
Lowest unoccupied orbital energy (spin up / spin down) ... 0.0 / -0.2 eV
M ... 587.74 g/mol
Electronic energy ... -67913.8631 eV

Structure (ORCA input):
```
! wB97M-V def2-TZVPD RIJCOSX def2/J DEFGRID3
* xyz 0 7
Gd 0.223 -0.729 -0.129
O 1.303 -2.062 1.330
C 1.558 -1.188 2.271
N 2.717 -0.800 2.623
C 3.362 0.395 2.396
O 4.515 0.451 2.890
C 2.615 1.552 1.756
C 3.110 2.799 2.142
C 2.518 3.931 1.679
C 1.399 3.819 0.776
C 0.983 2.558 0.456
N 1.611 1.438 0.892
C 0.358 -0.709 2.984
C 0.311 -0.539 4.427
C -0.788 0.083 4.897
C -1.887 0.424 4.004
C -1.807 0.124 2.651
N -0.686 -0.483 2.189
H 3.923 2.736 2.852
H 2.886 4.958 1.937
H 0.893 4.748 0.476
H 0.167 2.342 -0.221
H 1.145 -0.627 5.088
H -0.939 0.481 5.903
H -2.777 0.824 4.439
H -2.671 0.262 1.988
C 1.479 -1.923 -2.065
C 0.637 -1.826 -3.240
C 0.558 -0.668 -3.977
C 1.244 0.454 -3.474
C 2.180 0.421 -2.374
C 2.328 -0.829 -1.738
H 1.587 -2.867 -1.535
H 0.046 -2.766 -3.366
H 0.081 -0.694 -4.980
H 1.079 1.476 -3.927
H 2.865 1.254 -2.145
H 2.974 -0.952 -0.895
O -1.634 -0.209 -0.977
N -2.566 -0.862 -1.741
C -3.397 -0.068 -2.503
C -4.296 -0.755 -3.304
C -4.346 -2.102 -3.366
C -3.591 -2.863 -2.403
C -2.623 -2.204 -1.652
S -1.631 -3.086 -0.519
H -3.279 1.022 -2.344
H -4.995 -0.213 -3.890
H -5.028 -2.574 -4.061
H -3.718 -3.953 -2.221
*
```